C65H165N11O22 | wB97M-V/def2-TZVPD

Bonds (Å) are listed after each position.
Cartesian coordinates (Å):
1 C -18.41871 -16.56046 21.93186  O2 1.414, H10 1.090, H11 1.090, H12 1.090
2 O -19.70345 -17.15050 21.97690  C1 1.414, C3 1.387
3 C -20.58486 -16.60534 21.05528  O2 1.387, C4 1.527, H13 1.090, H14 1.090
4 C -21.92102 -17.34191 21.10961  C3 1.527, N5 1.449, H15 1.090, H16 1.090
5 N -21.88270 -18.74994 20.77008  C4 1.449, C6 1.503, H17 1.010
6 C -23.17874 -19.48816 20.95786  N5 1.503, C7 1.587, H18 1.090, H19 1.090
7 C -23.64574 -19.66054 22.46480  C6 1.587, O8 1.408, H20 1.090, H21 1.090
8 O -22.74567 -20.51331 23.13162  C7 1.408, C9 1.431
9 C -23.01124 -20.91295 24.47942  O8 1.431, H22 1.090, H23 1.090, H24 1.090
10 H -17.99725 -16.39522 20.94031  C1 1.090
11 H -17.70155 -17.20634 22.43844  C1 1.090
12 H -18.44456 -15.60309 22.45232  C1 1.090
13 H -20.24163 -16.66349 20.02236  C3 1.090
14 H -20.77651 -15.55378 21.26881  C3 1.090
15 H -22.65755 -16.80503 20.51179  C4 1.090
16 H -22.30156 -17.10183 22.10241  C4 1.090
17 H -21.12588 -19.04403 21.37076  N5 1.010
18 H -23.15931 -20.43897 20.42525  C6 1.090
19 H -24.00474 -18.88879 20.57499  C6 1.090
20 H -24.64060 -20.10488 22.43459  C7 1.090
21 H -23.63825 -18.69871 22.97753  C7 1.090
22 H -22.56267 -21.89406 24.63535  C9 1.090
23 H -24.04926 -21.02910 24.79108  C9 1.090
24 H -22.53790 -20.24188 25.19616  C9 1.090
25 C -22.35888 -24.50364 12.08181  O26 1.452, H34 1.090, H35 1.090, H36 1.090
26 O -21.16547 -25.12697 12.62468  C25 1.452, C27 1.418
27 C -20.83244 -24.91060 13.98609  O26 1.418, C28 1.523, H37 1.090, H38 1.090
28 C -19.67274 -25.82455 14.36134  C27 1.523, N29 1.458, H39 1.090, H40 1.090
29 N -18.60453 -25.87138 13.36971  C28 1.458, C30 1.471, H41 1.010
30 C -17.78357 -27.03842 13.72660  N29 1.471, C31 1.528, H42 1.090, H43 1.090
31 C -18.13817 -28.28920 12.92410  C30 1.528, O32 1.414, H44 1.090, H45 1.090
32 O -17.82458 -28.01115 11.57352  C31 1.414, C33 1.393
33 C -18.56139 -28.74088 10.64283  O32 1.393, H46 1.090, H47 1.090, H48 1.090
34 H -23.19221 -24.79890 12.71937  C25 1.090
35 H -22.55618 -24.89878 11.08530  C25 1.090
36 H -22.30701 -23.42015 11.97471  C25 1.090
37 H -21.69598 -25.03517 14.63945  C27 1.090
38 H -20.44545 -23.89669 14.08770  C27 1.090
39 H -19.95704 -26.87642 14.39032  C28 1.090
40 H -19.32257 -25.63804 15.37657  C28 1.090
41 H -18.96280 -26.01754 12.43677  N29 1.010
42 H -17.85289 -27.21194 14.80046  C30 1.090
43 H -16.74535 -26.81825 13.47815  C30 1.090
44 H -19.20405 -28.49704 13.01792  C31 1.090
45 H -17.55716 -29.18614 13.13865  C31 1.090
46 H -18.95627 -29.63683 11.12182  C33 1.090
47 H -17.91144 -28.96254 9.79635  C33 1.090
48 H -19.37064 -28.13070 10.24170  C33 1.090
49 C -28.41095 -36.71127 24.78740  O50 1.377, H58 1.090, H59 1.090, H60 1.090
50 O -28.96554 -35.91244 23.81218  C49 1.377, C51 1.385
51 C -28.97524 -34.54729 24.04612  O50 1.385, C52 1.514, H61 1.090, H62 1.090
52 C -29.03839 -33.75392 22.75862  C51 1.514, N53 1.468, H63 1.090, H64 1.090
53 N -27.91255 -34.13010 21.89432  C52 1.468, C54 1.457, H65 1.010
54 C -28.16328 -33.61458 20.55453  N53 1.457, C55 1.532, H66 1.090, H67 1.090
55 C -27.00534 -33.84734 19.57899  C54 1.532, O56 1.388, H68 1.090, H69 1.090
56 O -27.23812 -33.27842 18.33423  C55 1.388, C57 1.410
57 C -26.15385 -33.37994 17.43903  O56 1.410, H70 1.090, H71 1.090, H72 1.090
58 H -28.17287 -37.68437 24.35787  C49 1.090
59 H -29.00980 -36.74551 25.69751  C49 1.090
60 H -27.43392 -36.34035 25.09717  C49 1.090
61 H -28.04706 -34.25306 24.53603  C51 1.090
62 H -29.81134 -34.30675 24.70275  C51 1.090
63 H -29.13058 -32.68422 22.94662  C52 1.090
64 H -29.93893 -34.10441 22.25436  C52 1.090
65 H -27.89395 -35.13429 21.78777  N53 1.010
66 H -28.48289 -32.57650 20.64581  C54 1.090
67 H -29.03860 -34.11965 20.14607  C54 1.090
68 H -26.80794 -34.91316 19.46426  C55 1.090
69 H -26.05271 -33.40513 19.87060  C55 1.090
70 H -26.03974 -34.33047 16.91790  C57 1.090
71 H -25.17043 -33.12606 17.83467  C57 1.090
72 H -26.34802 -32.63326 16.66905  C57 1.090
73 C -24.12806 -36.06797 11.79341  O74 1.408, H82 1.090, H83 1.090, H84 1.090
74 O -23.53802 -34.92701 11.21790  C73 1.408, C75 1.423
75 C -24.15955 -34.54669 9.99541  O74 1.423, C76 1.540, H85 1.090, H86 1.090
76 C -23.48523 -33.23195 9.56248  C75 1.540, N77 1.455, H87 1.090, H88 1.090
77 N -24.07727 -32.01622 10.10012  C76 1.455, C78 1.476, H89 1.010
78 C -23.30487 -30.81995 9.71155  N77 1.476, C79 1.535, H90 1.090, H91 1.090
79 C -23.53445 -29.75037 10.78794  C78 1.535, O80 1.406, H92 1.090, H93 1.090
80 O -23.36710 -30.41863 12.01336  C79 1.406, C81 1.403
81 C -23.50437 -29.58790 13.13606  O80 1.403, H94 1.090, H95 1.090, H96 1.090
82 H -25.20355 -35.96874 11.94027  C73 1.090
83 H -23.65640 -36.32005 12.74319  C73 1.090
84 H -23.85383 -36.78697 11.02144  C73 1.090
85 H -25.22709 -34.33606 10.05940  C75 1.090
86 H -24.03592 -35.28701 9.20499  C75 1.090
87 H -23.63852 -33.22805 8.48332  C76 1.090
88 H -22.42636 -33.33845 9.79817  C76 1.090
89 H -24.02610 -31.95248 11.10680  N77 1.010
90 H -23.57064 -30.51007 8.70088  C78 1.090
91 H -22.27826 -31.15677 9.56761  C78 1.090
92 H -24.49921 -29.25398 10.68339  C79 1.090
93 H -22.70624 -29.04735 10.69894  C79 1.090
94 H -23.14798 -30.02124 14.07058  C81 1.090
95 H -24.50102 -29.18221 13.30981  C81 1.090
96 H -22.90117 -28.69713 12.96064  C81 1.090
97 C -34.12613 -26.40390 15.67951  O98 1.474, H106 1.090, H107 1.090, H108 1.090
98 O -33.84179 -25.24155 16.54072  C97 1.474, C99 1.382
99 C -33.78928 -25.56475 17.88331  O98 1.382, C100 1.595, H109 1.090, H110 1.090
100 C -33.20499 -24.33332 18.71245  C99 1.595, N101 1.459, H111 1.090, H112 1.090
101 N -31.86078 -23.92527 18.31846  C100 1.459, C102 1.470, H113 1.010
102 C -30.83096 -24.96360 18.46609  N101 1.470, C103 1.548, H114 1.090, H115 1.090
103 C -29.43063 -24.47809 18.01886  C102 1.548, O104 1.403, H116 1.090, H117 1.090
104 O -29.43277 -24.05928 16.68028  C103 1.403, C105 1.385
105 C -28.21577 -23.83616 16.05846  O104 1.385, H118 1.090, H119 1.090, H120 1.090
106 H -35.16272 -26.73863 15.64020  C97 1.090
107 H -33.52967 -27.28913 15.90016  C97 1.090
108 H -33.93337 -26.08671 14.65465  C97 1.090
109 H -33.17658 -26.45196 18.04316  C99 1.090
110 H -34.80502 -25.78929 18.20882  C99 1.090
111 H -33.30929 -24.49649 19.78511  C100 1.090
112 H -33.79835 -23.42424 18.61457  C100 1.090
113 H -31.90854 -23.65830 17.34556  N101 1.010
114 H -31.06824 -25.79032 17.79651  C102 1.090
115 H -30.71965 -25.29613 19.49814  C102 1.090
116 H -28.64456 -25.21323 18.19135  C103 1.090
117 H -29.15191 -23.64849 18.66862  C103 1.090
118 H -27.42711 -23.56546 16.76049  C105 1.090
119 H -28.33565 -23.08942 15.27354  C105 1.090
120 H -27.92538 -24.79451 15.62796  C105 1.090
121 C -14.45083 -28.73304 23.69723  O122 1.481, H130 1.090, H131 1.090, H132 1.090
122 O -15.17848 -28.98307 22.43156  C121 1.481, C123 1.425
123 C -14.40833 -29.00076 21.23268  O122 1.425, C124 1.520, H133 1.090, H134 1.090
124 C -15.44532 -28.70753 20.16078  C123 1.520, N125 1.461, H135 1.090, H136 1.090
125 N -16.48984 -29.72314 20.05129  C124 1.461, C126 1.421, H137 1.010
126 C -17.38675 -29.48865 18.97460  N125 1.421, C127 1.531, H138 1.090, H139 1.090
127 C -18.48560 -30.55172 19.04836  C126 1.531, O128 1.423, H140 1.090, H141 1.090
128 O -19.39304 -30.12180 20.05617  C127 1.423, C129 1.393
129 C -20.39099 -31.07048 20.26475  O128 1.393, H142 1.090, H143 1.090, H144 1.090
130 H -13.72658 -29.53484 23.84104  C121 1.090
131 H -15.16257 -28.80952 24.51922  C121 1.090
132 H -13.92724 -27.77944 23.76516  C121 1.090
133 H -13.96551 -29.96943 21.00100  C123 1.090
134 H -13.60589 -28.26587 21.29697  C123 1.090
135 H -14.84145 -28.60157 19.25956  C124 1.090
136 H -15.96653 -27.76906 20.34979  C124 1.090
137 H -16.94357 -29.91951 20.93202  N125 1.010
138 H -16.87815 -29.54286 18.01206  C126 1.090
139 H -17.81947 -28.49213 19.06299  C126 1.090
140 H -18.07265 -31.53110 19.28998  C127 1.090
141 H -18.91614 -30.64449 18.05130  C127 1.090
142 H -21.04039 -31.20224 19.39929  C129 1.090
143 H -21.05890 -30.69023 21.03767  C129 1.090
144 H -20.02701 -32.05067 20.57271  C129 1.090
145 C -20.20608 -31.86252 25.35488  O146 1.441, H154 1.090, H155 1.090, H156 1.090
146 O -19.34185 -30.77418 24.97554  C145 1.441, C147 1.453
147 C -19.92165 -29.51660 24.53506  O146 1.453, C148 1.538, H157 1.090, H158 1.090
148 C -18.84839 -28.42185 24.65532  C147 1.538, N149 1.494, H159 1.090, H160 1.090
149 N -19.54835 -27.11201 24.81563  C148 1.494, C150 1.464, H161 1.010
150 C -18.62602 -25.99401 24.60721  N149 1.464, C151 1.551, H162 1.090, H163 1.090
151 C -19.42525 -24.66539 24.57303  C150 1.551, O152 1.419, H164 1.090, H165 1.090
152 O -18.49312 -23.66349 24.19621  C151 1.419, C153 1.459
153 C -19.05517 -22.32936 24.01317  O152 1.459, H166 1.090, H167 1.090, H168 1.090
154 H -20.25298 -32.62393 24.57631  C145 1.090
155 H -21.23093 -31.54466 25.54655  C145 1.090
156 H -19.70257 -32.42119 26.14384  C145 1.090
157 H -20.79722 -29.31320 25.15157  C147 1.090
158 H -20.10343 -29.71020 23.47791  C147 1.090
159 H -18.18713 -28.34728 23.79202  C148 1.090
160 H -18.23257 -28.56075 25.54391  C148 1.090
161 H -20.22615 -27.03897 24.07041  N149 1.010
162 H -18.19484 -26.03081 23.60679  C150 1.090
163 H -17.77333 -25.88573 25.27751  C150 1.090
164 H -19.82370 -24.35651 25.53943  C151 1.090
165 H -20.20069 -24.76231 23.81315  C151 1.090
166 H -19.83679 -22.30972 23.25371  C153 1.090
167 H -18.24986 -21.68002 23.66977  C153 1.090
168 H -19.42185 -21.92660 24.95732  C153 1.090
169 C -36.06964 -24.04940 24.05923  O170 1.442, H178 1.090, H179 1.090, H180 1.090
170 O -34.76990 -23.92869 24.67171  C169 1.442, C171 1.389
171 C -34.09496 -22.72931 24.48072  O170 1.389, C172 1.543, H181 1.090, H182 1.090
172 C -32.64762 -22.69841 25.01597  C171 1.543, N173 1.406, H183 1.090, H184 1.090
173 N -31.70296 -23.33434 24.19149  C172 1.406, C174 1.496, H185 1.010
174 C -30.31098 -23.49348 24.71652  N173 1.496, C175 1.542, H186 1.090, H187 1.090
175 C -29.50339 -24.52847 23.90810  C174 1.542, O176 1.428, H188 1.090, H189 1.090
176 O -29.93175 -25.83269 24.30265  C175 1.428, C177 1.423
177 C -29.26437 -26.83538 23.54460  O176 1.423, H190 1.090, H191 1.090, H192 1.090
178 H -36.73533 -23.27992 24.45022  C169 1.090
179 H -36.55518 -25.01744 24.18264  C169 1.090
180 H -36.08142 -23.77191 23.00520  C169 1.090
181 H -34.70603 -21.95470 24.94402  C171 1.090
182 H -34.06207 -22.55937 23.40455  C171 1.090
183 H -32.64649 -23.13798 26.01341  C172 1.090
184 H -32.35113 -21.65789 25.14843  C172 1.090
185 H -32.12458 -24.22987 23.99060  N173 1.010
186 H -30.34808 -23.76524 25.77145  C174 1.090
187 H -29.79343 -22.53596 24.65834  C174 1.090
188 H -28.48348 -24.31265 24.22635  C175 1.090
189 H -29.62351 -24.38768 22.83392  C175 1.090
190 H -29.56660 -27.80557 23.93895  C177 1.090
191 H -28.18168 -26.71636 23.50316  C177 1.090
192 H -29.61634 -26.88498 22.51418  C177 1.090
193 C -25.08654 -18.92819 14.73161  O194 1.383, H202 1.090, H203 1.090, H204 1.090
194 O -24.01348 -19.73850 15.05370  C193 1.383, C195 1.437
195 C -23.03619 -19.08311 15.87806  O194 1.437, C196 1.554, H205 1.090, H206 1.090
196 C -21.74930 -19.95206 15.94734  C195 1.554, N197 1.481, H207 1.090, H208 1.090
197 N -20.76163 -19.27567 16.81888  C196 1.481, C198 1.487, H209 1.010
198 C -19.52206 -20.08373 16.96418  N197 1.487, C199 1.605, H210 1.090, H211 1.090
199 C -19.73553 -21.37652 17.89089  C198 1.605, O200 1.407, H212 1.090, H213 1.090
200 O -18.67631 -22.26066 17.61428  C199 1.407, C201 1.463
201 C -18.63508 -23.31225 18.63012  O200 1.463, H214 1.090, H215 1.090, H216 1.090
202 H -25.77982 -19.35164 14.00487  C193 1.090
203 H -24.67666 -18.02433 14.28091  C193 1.090
204 H -25.69101 -18.59395 15.57482  C193 1.090
205 H -23.50043 -19.00749 16.86136  C195 1.090
206 H -22.73476 -18.10663 15.49894  C195 1.090
207 H -21.35697 -20.21015 14.96369  C196 1.090
208 H -21.97408 -20.87814 16.47645  C196 1.090
209 H -21.11861 -19.21222 17.76156  N197 1.010
210 H -18.78471 -19.42636 17.42492  C198 1.090
211 H -19.20064 -20.44964 15.98904  C198 1.090
212 H -20.63653 -21.98332 17.80102  C199 1.090
213 H -19.81569 -21.13650 18.95111  C199 1.090
214 H -17.78880 -23.95290 18.38217  C201 1.090
215 H -19.51213 -23.95183 18.72925  C201 1.090
216 H -18.36996 -22.96663 19.62930  C201 1.090
217 C -32.48567 -31.35113 18.95314  O218 1.424, H226 1.090, H227 1.090, H228 1.090
218 O -32.68995 -32.73380 18.67958  C217 1.424, C219 1.445
219 C -33.70970 -33.37598 19.47603  O218 1.445, C220 1.523, H229 1.090, H230 1.090
220 C -33.93925 -34.84334 19.13801  C219 1.523, N221 1.463, H231 1.090, H232 1.090
221 N -34.74566 -35.05505 17.93638  C220 1.463, C222 1.477, H233 1.010
222 C -34.97805 -36.49979 17.73799  N221 1.477, C223 1.534, H234 1.090, H235 1.090
223 C -35.55264 -36.67070 16.32561  C222 1.534, O224 1.407, H236 1.090, H237 1.090
224 O -36.05118 -37.98070 16.19861  C223 1.407, C225 1.415
225 C -36.52853 -38.22135 14.88849  O224 1.415, H238 1.090, H239 1.090, H240 1.090
226 H -33.47277 -30.90409 18.83529  C217 1.090
227 H -31.85406 -30.82466 18.23760  C217 1.090
228 H -32.18624 -31.16865 19.98520  C217 1.090
229 H -34.65726 -32.86029 19.32013  C219 1.090
230 H -33.53108 -33.36750 20.55125  C219 1.090
231 H -34.41251 -35.37367 19.96437  C220 1.090
232 H -32.97807 -35.34840 19.04235  C220 1.090
233 H -34.10413 -34.85165 17.18327  N221 1.010
234 H -35.76773 -36.81039 18.42212  C222 1.090
235 H -34.08485 -37.11694 17.83501  C222 1.090
236 H -34.80192 -36.53960 15.54629  C223 1.090
237 H -36.36109 -35.99270 16.05210  C223 1.090
238 H -35.76945 -38.12227 14.11255  C225 1.090
239 H -37.39081 -37.58735 14.68202  C225 1.090
240 H -36.92046 -39.23236 14.77742  C225 1.090
241 C -25.12427 -31.31134 24.43875  O242 1.410, H243 1.090, H244 1.090, H245 1.090
242 O -25.18862 -31.54591 23.04965  C241 1.410, H246 0.960
243 H -24.46088 -30.53600 24.82199  C241 1.090
244 H -26.09701 -30.90569 24.71682  C241 1.090
245 H -24.87874 -32.17945 25.05046  C241 1.090
246 H -25.93515 -32.11045 22.83615  O242 0.960
247 C -23.91970 -25.56618 21.02688  C248 1.526, H253 1.090, H254 1.090, H255 1.090
248 C -23.39763 -26.97092 20.73717  C247 1.526, C249 1.595, N252 1.443, H256 1.090
249 C -23.67917 -27.37096 19.21927  C248 1.595, O250 1.396, H257 1.090, H258 1.090
250 O -24.98898 -27.19032 18.77231  C249 1.396, C251 1.450
251 C -25.74212 -28.37968 19.11895  O250 1.450, H259 1.090, H260 1.090, H261 1.090
252 N -21.98258 -26.96789 21.02207  C248 1.443, H262 1.010, H263 1.010
253 H -23.81166 -25.28454 22.07429  C247 1.090
254 H -24.96460 -25.45948 20.73549  C247 1.090
255 H -23.39105 -24.80440 20.45388  C247 1.090
256 H -23.91567 -27.70965 21.34874  C248 1.090
257 H -23.24859 -28.36449 19.09433  C249 1.090
258 H -23.05056 -26.76481 18.56695  C249 1.090
259 H -25.46217 -29.23203 18.49988  C251 1.090
260 H -26.78723 -28.11029 18.96636  C251 1.090
261 H -25.65041 -28.65792 20.16884  C251 1.090
262 H -21.61402 -27.82565 20.63669  N252 1.010
263 H -21.56333 -26.21042 20.50192  N252 1.010

ΔE to the lowest compared entry with this formula, charge and spin, kJ/mol: 0.00
Gap between HOMO and LUMO, eV: 8.430
E_HOMO, eV: -8.39
E_tot, Eh: -4832.430050
Structure (SMILES): COC[C@H](C)N.COCCNCCOC.COCCNCCOC.COCCNCCOC.COCCNCCOC.COCCNCCOC.COCCNCCOC.COCCNCCOC.COCCNCCOC.COCCNCCOC.COCCNCCOC.CO

Löwdin atomic charge list, values in e, 2 entries: C -0.103; O -0.175